ORCA calculation (ωB97M-V with the def2-TZVPD basis set) on a structure of composition C52H56BrGe2NOPdS4Se in a non-equilibrium geometry.

Calculated values
- Multiplicity: 5
- DFT total energy: -12994.4517 hartree
- Lowest unoccupied orbital energy (alpha / beta): 3.93 / 1.45 eV
- <S²>: 6.029
- Net charge: -2
- E_HOMO (alpha / beta): 0.80 / -2.85 eV
- Strongest force on any atom: 13.133 eV/Å

Each line ends with the Löwdin spin population.
Element x y z (Å)
Pd1 -0.6904 1.3776 -3.0965  1.295
C1 -4.9610 3.7608 1.3654  0.000
C2 -3.4778 3.4641 1.8296  0.002
C3 -3.2516 2.3626 2.6589  0.002
C4 -2.0359 1.9089 2.9779  0.004
C5 -1.7262 0.4768 3.3261  0.007
C6 -0.9006 2.7333 2.5290  0.005
C7 -1.1009 3.9198 1.7534  0.003
C8 -0.0177 4.8397 1.3832  0.006
C9 -2.4338 4.2189 1.4158  0.002
C10 0.5700 2.4316 3.0018  0.030
C11 0.9796 3.2409 4.0729  0.168
C12 2.2789 2.9806 4.6196  0.103
C13 3.0838 2.1316 3.9952  0.046
C14 2.7226 1.4078 2.7729  0.241
C15 1.3172 1.4480 2.4110  0.139
Ge1 0.7867 0.8726 0.5286  0.085
S1 2.5947 2.0577 -0.3924  0.143
S2 -1.2227 0.8498 -0.3880  0.139
Ge2 -0.4053 -1.1192 -1.5084  0.014
S3 0.4305 -0.8813 -3.4887  0.320
S4 1.3704 -1.3368 0.2430  0.009
C16 -1.8458 -2.3755 -1.1699  0.002
C17 -1.5652 -3.5872 -0.7034  0.000
C18 -2.6365 -4.6483 -0.7437  0.000
C19 -3.9196 -4.2079 -0.9596  0.000
C20 -4.2491 -2.9086 -1.2292  0.000
C21 -3.2855 -1.8870 -1.4410  0.000
C22 -3.6209 -0.5289 -1.9967  0.000
C23 -3.6137 -0.1551 -3.3235  0.000
C24 -2.9834 -1.0870 -4.3430  0.002
C25 -4.1980 1.0419 -3.8247  -0.001
C26 -4.7661 2.0212 -2.9420  0.000
C27 -5.0072 3.4075 -3.3822  0.000
C28 -4.8066 1.6026 -1.4717  0.000
C29 -4.3106 0.2954 -1.1087  0.001
C30 -4.3159 0.0446 0.4544  0.002
C31 -0.1541 -4.0797 -0.5880  0.000
C32 0.3384 -4.0658 0.7362  0.000
C33 -0.3024 -3.4273 1.9124  0.000
C34 1.6549 -4.5756 0.7725  0.000
C35 2.4661 -4.8453 -0.2679  0.000
C36 3.9815 -4.7997 -0.2542  0.000
C37 1.8591 -4.9571 -1.5526  0.000
C38 0.5445 -4.5974 -1.7261  0.000
C39 -0.0907 -4.6165 -3.1240  0.003
C40 3.6412 0.3088 2.3620  0.034
C41 3.3320 -0.9980 2.6008  0.025
C42 2.1734 -1.7417 3.5475  0.003
C43 4.2855 -1.9219 2.3220  0.001
C44 5.5371 -1.6293 1.7866  0.024
C45 6.5744 -2.6843 1.2115  0.003
C46 5.8596 -0.2942 1.4485  -0.005
C47 4.8908 0.6569 1.9154  0.023
C48 5.2913 2.1776 1.5453  0.016
H1 -5.4587 2.6943 1.4283  0.000
H2 -4.9445 4.1024 0.2774  0.000
H3 -5.3930 4.5132 2.0664  0.000
H4 -4.1256 1.6675 2.8802  0.000
H5 -0.9328 0.2475 2.9911  0.005
H6 -2.5363 -0.0848 2.9541  0.000
H7 -1.6204 0.3441 4.4945  0.000
H8 0.1229 5.5883 2.1281  0.003
H9 -0.4611 5.3716 0.4983  0.000
H10 0.9400 4.4544 1.2284  0.001
H11 -2.5076 5.0520 0.7194  0.000
H12 0.3970 3.5413 4.8284  0.015
H13 2.3624 3.6640 5.5765  0.001
H14 4.1445 1.6357 4.1441  -0.001
H15 -2.3331 -5.5462 -0.4627  0.000
H16 -4.7745 -4.8502 -0.7635  0.000
H17 -5.4005 -2.6780 -1.4381  0.000
H18 -3.4667 -1.1633 -5.3658  0.000
H19 -3.3109 -2.4717 -3.8607  0.000
H20 -1.9609 -0.7882 -4.6423  0.002
H21 -3.9325 1.3916 -4.8828  0.000
H22 -5.6229 3.3463 -4.1691  0.000
H23 -4.0727 3.6807 -3.6084  0.000
H24 -5.3201 3.9872 -2.4775  0.000
H25 -5.3692 2.2651 -0.8314  0.000
H26 -3.7947 -0.9401 0.8033  0.000
H27 -5.2958 0.1143 0.9517  0.000
H28 -3.7352 0.9385 0.9091  0.001
H29 -0.2636 -2.3909 1.7673  0.000
H30 0.2549 -3.4635 2.7309  0.000
H31 -1.1356 -4.0080 1.9770  0.000
H32 2.2944 -4.3693 1.6289  0.000
H33 4.4201 -5.3551 0.6443  0.000
H34 4.3165 -3.9608 -0.2395  0.000
H35 4.2567 -5.3166 -1.0876  0.000
H36 2.3630 -5.0070 -2.4101  0.000
H37 -0.0536 -5.7121 -3.7783  0.000
H38 0.6016 -3.9773 -3.8328  0.002
H39 -1.1577 -4.3179 -3.2531  0.000
H40 2.3033 -2.3145 4.2618  0.000
H41 1.2779 -2.1831 3.0341  0.000
H42 1.8873 -0.8246 4.3920  0.000
H43 4.2489 -2.8831 2.3503  0.000
H44 6.5761 -2.7538 0.1803  0.001
H45 6.2817 -3.6786 1.5796  0.000
H46 7.4331 -2.2371 1.6580  0.001
H47 7.1540 -0.1337 1.6191  0.000
H48 4.6457 3.0043 1.6376  0.004
H49 5.2618 2.1465 0.4069  0.005
H50 6.5079 2.5950 1.8871  0.002
Br1 -1.3741 1.9269 -5.7981  0.155
Se1 -2.7013 5.8917 -1.6814  0.031
C49 -1.9777 4.2345 -2.1687  0.016
N1 -1.5744 3.1546 -2.3831  0.058
C50 1.6601 3.0834 -3.7266  0.026
O1 2.7529 2.5571 -2.9034  0.136
C51 2.6721 1.5614 -2.0259  0.520
C52 3.5892 0.4655 -2.2942  0.073
H51 0.8492 3.1187 -3.0081  0.001
H52 1.5187 2.3359 -4.7632  -0.001
H53 1.9284 4.0642 -4.1536  -0.001
H54 2.9775 -0.5595 -1.8377  0.025
H55 4.3930 0.7121 -1.8122  0.014
H56 3.5461 0.4342 -3.4480  0.002

---

ORCA calculation (ωB97M-V with the def2-TZVPD basis set) on a cluster of 14 separate species, C52H56Cl16O12 in total in a non-equilibrium geometry.

Calculated values
- Multiplicity: 1
- DFT total energy: -10280.7989 hartree
- Lowest unoccupied orbital energy: -1.71 eV
- E_HOMO: -10.21 eV
- Strongest force on any atom: 2.956 eV/Å

Each line ends with the Mulliken charge.
Element x y z (Å)
C1 -4.3016 2.2211 -0.6330  -0.312
C2 -5.6213 2.2186 -0.5331  -0.347
C3 -6.4051 3.4722 -0.5095  0.122
O1 -7.5774 3.3711 -0.6778  -0.558
C4 -5.7187 4.7375 -0.4472  -0.520
C5 -4.3681 4.8176 -0.5089  -0.252
C6 -3.5763 3.4941 -0.6110  0.484
O2 -2.3958 3.5273 -0.7877  -0.344
H1 -3.6981 1.3393 -0.6996  0.682
H2 -6.1600 1.2639 -0.5018  0.344
H3 -6.4089 5.5731 -0.3557  0.424
H4 -3.8079 5.7484 -0.3850  0.253
C7 6.4285 -2.0864 0.2442  -0.320
C8 6.5481 -3.0839 1.0579  -0.542
C9 5.9615 -3.1076 2.3622  0.257
O3 6.0700 -4.0812 3.0694  -0.598
C10 5.4380 -1.7895 2.8883  -0.295
C11 5.3319 -0.7376 2.1308  -0.213
C12 5.7190 -0.8815 0.6860  0.512
O4 5.5937 0.0179 -0.1351  -0.524
H5 6.8310 -2.1082 -0.7483  0.558
H6 7.0303 -4.0375 0.8487  0.411
H7 5.2247 -1.7010 3.9505  0.428
H8 4.8885 0.2103 2.4196  0.305
C13 3.1553 -0.6395 -3.9467  -0.351
C14 4.2387 -1.0367 -3.2941  -0.222
C15 5.2700 -1.9086 -3.9786  0.185
O5 6.2672 -2.3209 -3.4203  -0.536
C16 4.9247 -2.4779 -5.3266  -0.473
C17 3.8570 -2.0425 -5.9905  -0.557
C18 2.8618 -1.1715 -5.2866  0.482
O6 1.8599 -0.9074 -5.8964  -0.580
H9 2.4172 -0.0074 -3.4728  0.512
H10 4.4231 -0.7398 -2.2737  0.560
H11 5.6015 -3.2452 -5.6761  0.457
H12 3.6171 -2.4515 -6.9623  0.436
C19 -0.5564 3.8475 -3.4369  -0.545
C20 -1.7593 3.7704 -3.9306  -0.448
C21 -2.4532 2.4954 -3.9889  0.189
O7 -3.5532 2.4701 -4.4823  -0.609
C22 -1.7531 1.2552 -3.5649  -0.444
C23 -0.5056 1.3360 -3.1705  0.492
C24 0.1569 2.6395 -3.0424  0.083
O8 1.2662 2.7157 -2.5796  -0.575
H13 0.0283 4.7511 -3.4203  0.561
H14 -2.1978 4.6582 -4.3667  0.494
H15 -2.2296 0.2780 -3.6008  0.628
H16 0.1989 0.5290 -2.9315  0.131
C25 2.2269 -3.5584 -1.6581  0.276
C26 2.8670 -4.6803 -1.3747  -0.344
C27 2.7765 -5.8666 -2.3001  0.053
O9 3.3937 -6.9046 -2.1037  -0.592
C28 1.8924 -5.7879 -3.4768  -0.500
C29 1.2392 -4.7222 -3.8027  -0.620
C30 1.3449 -3.5340 -2.9075  0.702
O10 0.6665 -2.5716 -3.2043  -0.643
H17 2.1741 -2.6900 -1.0099  0.024
H18 3.3366 -4.8669 -0.3979  0.428
H19 1.8697 -6.7121 -4.0150  0.507
H20 0.5985 -4.6544 -4.6695  0.616
C31 -4.5065 -2.3162 -3.9744  -0.341
C32 -5.2216 -3.3096 -4.5370  -0.425
C33 -6.5072 -3.6790 -3.8455  0.422
O11 -6.9208 -4.8066 -3.9119  -0.515
C34 -7.1554 -2.7263 -2.9350  -0.406
C35 -6.3908 -1.7822 -2.4093  -0.479
C36 -5.0403 -1.5040 -2.8381  0.290
O12 -4.3721 -0.6357 -2.3252  -0.192
H21 -3.5845 -1.9110 -4.3724  0.461
H22 -4.7682 -3.9781 -5.2670  0.433
H23 -8.1566 -2.8014 -2.5750  0.469
H24 -6.7519 -1.0981 -1.6459  0.301
Cl1 3.2502 4.5441 1.7082  -0.170
C37 3.7008 3.0412 0.9855  0.514
C38 4.6123 3.3728 -0.2556  -0.167
Cl2 6.3500 3.7520 0.1491  -0.225
H25 2.7718 2.6277 0.5992  -0.440
H26 4.2844 2.5575 1.7626  0.044
H27 4.2144 4.2321 -0.7864  0.452
H28 4.6437 2.4793 -0.8736  -0.015
Cl3 -4.0011 -0.9014 3.9108  -0.196
C39 -2.5956 -0.9451 5.0217  -0.350
C40 -1.6343 -2.1320 4.6367  0.144
Cl4 -0.5430 -2.4160 5.9966  -0.246
H29 -3.0901 -1.1445 5.9692  0.442
H30 -2.1548 0.0349 5.0028  0.110
H31 -0.9554 -1.9438 3.8045  -0.226
H32 -2.1671 -3.0861 4.5901  0.346
Cl5 1.9164 2.5924 4.9368  -0.072
C41 1.8213 3.7816 6.2450  -0.569
C42 0.3087 3.9509 6.7264  -0.376
Cl6 -0.2695 2.3825 7.2775  -0.159
H33 2.1761 4.7451 5.9124  0.305
H34 2.4342 3.4940 7.1020  0.328
H35 -0.2857 4.4077 5.9263  0.187
H36 0.2921 4.6271 7.5783  0.361
Cl7 -2.3041 4.4428 2.8319  0.005
C43 -2.8946 3.3665 4.0053  -0.426
C44 -4.2084 2.6861 3.5053  0.119
Cl8 -5.4830 3.9079 3.2619  -0.199
H37 -3.1308 3.8089 4.9685  0.428
H38 -2.1504 2.5878 4.1668  -0.025
H39 -4.6086 2.0268 4.2587  0.368
H40 -3.9784 2.2948 2.5318  -0.238
Cl9 -2.1674 -4.8694 -2.9167  -0.178
C45 -1.5001 -4.7664 -1.2558  -0.329
C46 -1.9121 -3.4032 -0.5505  0.031
Cl10 -1.5923 -3.6314 1.2066  -0.107
H41 -0.3930 -4.8518 -1.3182  0.009
H42 -1.9734 -5.5942 -0.7085  0.512
H43 -2.9967 -3.2491 -0.6434  0.278
H44 -1.3069 -2.5771 -0.8978  -0.209
Cl11 -1.9288 8.1393 1.0130  -0.200
C47 -0.7172 7.1388 0.2656  0.302
C48 0.3680 6.7136 1.2249  -0.003
Cl12 1.5058 7.9298 1.6789  -0.201
H45 -0.3009 7.7092 -0.5836  0.411
H46 -1.2221 6.2395 -0.0917  -0.378
H47 0.9368 5.9016 0.7697  -0.010
H48 0.0026 6.2613 2.1592  0.097
Cl13 1.8257 -6.6878 4.7307  -0.203
C49 1.3416 -5.1835 3.8984  -0.055
C50 2.6244 -4.4083 3.4520  -0.775
Cl14 2.0914 -3.0971 2.3156  0.026
H49 0.7831 -4.5530 4.5763  0.036
H50 0.8056 -5.5055 3.0143  0.205
H51 3.2565 -5.0990 2.8964  0.392
H52 3.1648 -3.9395 4.2892  0.339
Cl15 -1.6374 0.7519 1.6641  -0.073
C51 -0.0003 1.0809 0.9147  -0.375
C52 0.4869 -0.3071 0.4751  0.232
Cl16 2.1038 -0.2133 -0.4193  0.408
H53 0.6351 1.5583 1.6551  0.369
H54 -0.1242 1.7042 0.0248  0.060
H55 -0.2660 -0.6035 -0.2590  -0.396
H56 0.6136 -0.8611 1.4370  -0.016

---

ORCA calculation (ωB97M-V with the def2-TZVPD basis set) on a structure of composition C52H56N6O26S2 in a non-equilibrium geometry.

Calculated values
- Multiplicity: 1
- DFT total energy: -5095.6998 hartree
- Lowest unoccupied orbital energy: -1.05 eV
- ΔE to the lowest compared entry with this formula, charge and spin: 0.0 kJ/mol
- E_HOMO: -9.51 eV
- Strongest force on any atom: 1.908 eV/Å

Each line ends with the Mulliken charge.
Element x y z (Å)
C1 -24.2631 -13.2324 3.8187  -0.200
C2 -24.0404 -12.2774 2.6455  -0.375
O1 -24.3849 -13.0061 1.4670  -0.366
S1 -24.8945 -14.4757 1.8213  1.119
O2 -24.3134 -15.3790 0.9122  -0.607
O3 -26.2984 -14.4561 2.0121  -0.477
O4 -24.1815 -14.5439 3.2388  -0.124
H1 -25.2687 -13.1022 4.2233  0.199
H2 -23.5147 -13.1749 4.6015  0.278
H3 -23.0124 -11.9336 2.5246  0.289
H4 -24.6504 -11.3802 2.7595  0.288
C3 -25.8307 -23.8388 -0.2005  -0.301
C4 -27.0916 -23.6667 0.6170  -0.161
O5 -28.1226 -24.0619 -0.2938  -0.368
S2 -27.7585 -23.4536 -1.7378  1.075
O6 -28.4082 -22.2148 -1.8847  -0.441
O7 -27.9293 -24.4500 -2.7282  -0.568
O8 -26.2057 -23.2127 -1.4410  -0.327
H5 -25.5550 -24.8719 -0.4121  0.291
H6 -25.0023 -23.2849 0.2375  0.292
H7 -27.2247 -22.5948 0.8147  0.109
H8 -27.1270 -24.1857 1.5700  0.393
C5 -25.4669 -17.8859 4.3330  -1.170
C6 -26.4429 -16.9777 3.9615  -0.485
C7 -27.4714 -17.3470 3.1201  -0.550
C8 -27.5028 -18.6330 2.6237  -0.164
C9 -26.5362 -19.5532 2.9807  -0.483
C10 -25.5236 -19.1832 3.8381  -0.575
N1 -28.5480 -19.0273 1.6915  0.968
O9 -29.5163 -18.2980 1.5697  -0.475
O10 -28.4761 -20.1187 1.1569  -0.559
H9 -24.6099 -17.4916 4.8572  0.590
H10 -26.3739 -15.9475 4.2808  1.127
H11 -28.2085 -16.6140 2.8170  0.522
H12 -26.5048 -20.5207 2.4972  0.413
H13 -24.6849 -19.8284 4.0608  0.684
C11 -25.3494 -22.4980 8.1279  -0.889
C12 -25.9786 -22.5247 9.3694  -0.468
C13 -25.9632 -21.3994 10.1731  -0.824
C14 -25.3572 -20.2544 9.7110  0.310
C15 -24.7614 -20.1823 8.4612  -0.197
C16 -24.7634 -21.3252 7.6809  -0.256
N2 -25.3411 -19.0714 10.5779  1.054
O11 -25.0969 -17.9928 10.0620  -0.495
O12 -25.5158 -19.2411 11.7645  -0.667
H14 -25.3283 -23.4095 7.5428  0.478
H15 -26.5020 -23.4175 9.6841  0.412
H16 -26.3674 -21.5198 11.1680  0.481
H17 -24.2824 -19.2816 8.1041  0.399
H18 -24.3363 -21.2989 6.6919  0.628
C17 -27.9421 -14.0169 7.7026  -0.805
C18 -28.2336 -14.7488 6.5571  -0.704
C19 -28.1543 -16.1344 6.5967  -0.419
C20 -27.8156 -16.7932 7.7629  0.091
C21 -27.5909 -16.0797 8.9270  -0.410
C22 -27.6607 -14.6992 8.8862  -0.636
N3 -27.6870 -18.2465 7.8042  1.192
O13 -27.8634 -18.7346 8.9058  -0.680
O14 -27.3703 -18.8347 6.7854  -0.373
H19 -28.0334 -12.9387 7.6821  0.447
H20 -28.4036 -14.2982 5.5867  0.638
H21 -28.3909 -16.7122 5.7124  0.669
H22 -27.2479 -16.5273 9.8498  0.532
H23 -27.4261 -14.1032 9.7602  0.419
C23 -22.6689 -13.3651 10.4576  -0.392
C24 -21.9891 -13.0554 9.2880  -0.686
C25 -22.1990 -13.8378 8.1619  -0.422
C26 -23.1556 -14.8410 8.1892  -0.317
C27 -23.9065 -15.0739 9.3214  0.421
C28 -23.6337 -14.3688 10.4795  -0.763
N4 -23.3973 -15.6388 6.9830  1.058
O15 -24.2542 -16.4899 7.0571  -0.270
O16 -22.7393 -15.3983 5.9841  -0.695
H24 -22.4962 -12.7830 11.3558  0.387
H25 -21.1657 -12.3553 9.3039  0.364
H26 -21.5553 -13.6884 7.3051  0.465
H27 -24.7160 -15.7905 9.3081  0.470
H28 -24.1831 -14.5798 11.3852  0.454
C29 -17.2269 -20.2331 5.3892  -0.448
C30 -17.8978 -21.3629 5.8561  -0.746
C31 -19.2792 -21.3515 5.9189  -0.088
C32 -19.9586 -20.2348 5.4549  0.304
C33 -19.3065 -19.1183 4.9747  -0.575
C34 -17.9240 -19.0937 4.9985  -0.606
N5 -21.4059 -20.1780 5.6146  1.038
O17 -21.9112 -20.8844 6.4709  -0.476
O18 -22.0292 -19.4216 4.8993  -0.561
H29 -16.1508 -20.2854 5.2751  0.376
H30 -17.3361 -22.2212 6.1960  0.400
H31 -19.8031 -22.1880 6.3612  0.542
H32 -19.8835 -18.2302 4.7487  0.487
H33 -17.3561 -18.2329 4.6756  0.399
C35 -29.4412 -23.5670 4.7952  -0.773
C36 -28.5543 -22.5485 5.1283  -0.891
C37 -28.9284 -21.2173 5.0124  0.576
C38 -30.1614 -20.9302 4.4811  0.199
C39 -31.0805 -21.9090 4.1524  -0.749
C40 -30.7026 -23.2297 4.3338  -0.526
N6 -30.5324 -19.5324 4.2588  0.910
O19 -31.4811 -19.2906 3.5374  -0.553
O20 -29.8591 -18.6749 4.7966  -0.443
H34 -29.1207 -24.5993 4.7462  0.457
H35 -27.5561 -22.7539 5.4940  0.584
H36 -28.1854 -20.4392 5.1173  0.293
H37 -32.0535 -21.6817 3.7458  0.496
H38 -31.4195 -24.0087 4.1028  0.390
O21 -22.0315 -22.5725 1.6529  -0.582
C41 -21.9570 -23.3790 2.5223  0.395
O22 -21.8215 -24.7080 2.2577  -0.400
C42 -21.7364 -25.4716 3.4810  -0.433
C43 -21.5872 -24.4701 4.6254  -0.561
C44 -22.1237 -23.1607 4.0160  0.773
H39 -20.9049 -26.1715 3.4656  0.330
H40 -22.6793 -26.0191 3.5326  0.248
H41 -20.5647 -24.3129 4.9552  0.289
H42 -22.2232 -24.7589 5.4604  0.309
H43 -21.5525 -22.2811 4.2812  -0.616
H44 -23.1839 -22.9690 4.1853  0.219
O23 -34.1044 -21.1849 -2.7891  -0.583
C45 -33.2242 -20.9810 -2.0140  0.436
O24 -33.2753 -21.4389 -0.7257  -0.410
C46 -31.9969 -21.2609 -0.1192  0.131
C47 -31.4097 -20.0598 -0.8254  0.348
C48 -31.8676 -20.3139 -2.2504  -0.481
H45 -31.3593 -22.1468 -0.1714  0.133
H46 -32.1093 -21.0633 0.9503  -0.022
H47 -30.3194 -20.0240 -0.7411  0.043
H48 -31.6675 -19.0905 -0.3978  -0.106
H49 -31.2692 -21.0400 -2.7994  0.199
H50 -32.0405 -19.4070 -2.8255  0.335
O25 -30.9787 -13.6954 3.2818  -0.610
C49 -31.5004 -14.6468 2.7859  0.422
O26 -31.5195 -14.8629 1.4546  -0.414
C50 -32.0837 -16.1671 1.1746  0.414
C51 -33.0255 -16.4249 2.3429  -0.465
C52 -32.3018 -15.7394 3.4965  0.079
H51 -31.2569 -16.8734 1.1342  -0.326
H52 -32.6053 -16.1415 0.2215  0.331
H53 -33.1529 -17.4914 2.5428  0.167
H54 -34.0329 -16.0665 2.1298  0.373
H55 -31.5913 -16.4122 3.9788  -0.210
H56 -32.9746 -15.2838 4.2161  0.363